Computed, not measured: a single C2H7N3 molecule, with the ωB97M-V functional and the def2-TZVPD basis.

CARTESIAN COORDINATES (ANGSTROEM)
1 C -0.31 0.99 1.46
2 N 1.19 -0.96 0.23
3 H -0.71 1.38 -0.49
4 C 0.26 -0.42 -0.47
5 H -0.85 -0.42 -2.11
6 H -1.24 1.20 1.95
7 H 1.62 -1.72 -0.27
8 H 0.31 1.90 1.48
9 H 0.28 0.17 1.86
10 N -0.55 0.55 0.06
11 H -0.02 -1.84 -1.90
12 N 0.02 -0.83 -1.80

## Properties
**Kohn-Sham gap**: 9.96 eV
**Total charge**: 0
**HOMO**: -8.99 eV
**Electronic energy**: -6657.6872 eV
**SMILES string**: [H]/N=C(\N)NC


Computed, not measured: a molecular structure, C24H34F6N4P2Zn, with the ωB97M-V functional and the def2-TZVPD basis.

CARTESIAN COORDINATES (ANGSTROEM)
1 C 1.28 4.18 -0.76
2 C 2.50 4.08 -0.16
3 H 3.27 -3.22 -2.22
4 H -2.10 2.77 1.46
5 C -4.18 1.36 -1.50
6 F 0.33 0.85 -4.42
7 H 2.18 1.19 1.40
8 C -0.96 0.50 2.21
9 C -4.07 2.70 0.44
10 N 1.28 -1.93 1.97
11 Zn 0.84 -1.25 -0.07
12 C -2.79 2.27 0.77
13 C -0.77 1.41 3.25
14 H 3.39 -2.92 0.70
15 F 2.38 -1.25 -3.10
16 C -2.23 0.17 4.71
17 H 1.06 -3.43 3.36
18 N 0.79 -3.26 2.38
19 F 1.04 0.48 -2.31
20 C 2.84 2.99 0.55
21 C -2.12 -1.67 1.42
22 H -1.72 3.68 -1.14
23 C -1.41 1.28 4.46
24 C -2.89 0.79 -1.18
25 P -0.52 0.79 0.50
26 H 4.69 -2.57 -0.50
27 H -1.00 2.24 -1.95
28 H -2.82 -0.39 -3.00
29 H -0.30 -3.35 -1.57
30 N 2.91 -1.26 -0.45
31 H -4.67 1.07 -2.42
32 H 3.91 2.86 0.87
33 C 3.56 -2.59 -0.33
34 H 1.50 -4.90 -1.80
35 H -2.54 -1.26 0.51
36 H -2.79 -2.49 1.77
37 C -2.32 -0.22 -2.04
38 N 0.59 -2.95 -1.39
39 H -4.44 3.51 1.07
40 C 0.51 2.19 0.36
41 F 0.10 -1.22 -3.45
42 C 3.04 -3.62 -1.31
43 H -1.22 2.04 5.21
44 H -5.62 2.75 -1.11
45 H -2.76 0.12 5.66
46 C 1.86 2.05 0.88
47 H 1.40 -4.49 -0.17
48 H -1.26 -2.26 1.07
49 H 2.98 -0.95 -1.44
50 H 0.69 -1.32 2.51
51 H 2.23 -1.85 2.26
52 C -2.22 1.28 -0.01
53 F 2.60 0.79 -4.04
54 H -0.05 2.26 3.07
55 H 3.25 4.75 -0.49
56 C -4.70 2.35 -0.73
57 C -0.84 3.25 -1.61
58 H -1.29 -0.51 -1.94
59 H 1.17 4.93 -1.60
60 H 0.93 -2.51 -2.29
61 C 1.59 -4.07 -1.16
62 P 1.34 -0.20 -3.83
63 H 3.64 -4.52 -1.13
64 H -2.95 -1.69 3.84
65 H 1.35 -3.92 1.92
66 F 1.48 -0.97 -5.22
67 H 3.53 -0.63 0.07
68 C -1.77 -0.65 2.47
69 C -2.34 -0.81 3.72
70 H -0.64 3.94 -2.46
71 C 0.26 3.21 -0.55

## Properties
**Kohn-Sham gap (spin up / spin down)**: 7.33 / 8.32 eV
**Spin multiplicity**: 2
**Total charge**: +1
**Expectation value of S²**: 0.792
**HOMO (spin up / spin down)**: -10.12 / -11.72 eV
**Electronic energy**: -114700.0652 eV


Computed, not measured: a molecular structure, C12H23CaN5O6S, with the ωB97M-V functional and the def2-TZVPD basis.

CARTESIAN COORDINATES (ANGSTROEM)
1 Ca 0.03 0.14 -0.95
2 H -2.22 0.06 -3.19
3 C 1.09 -2.94 -0.81
4 C 2.67 0.29 3.46
5 H -2.84 3.84 1.68
6 O 1.56 2.90 -0.85
7 S 1.45 -0.75 4.15
8 C -0.98 -4.38 -0.37
9 H -1.25 -4.73 0.63
10 H 2.85 1.30 1.51
11 H -0.41 -1.17 2.60
12 H -0.87 5.19 0.82
13 C 2.29 0.66 2.18
14 H -2.10 -0.56 1.35
15 H -1.92 -4.20 -0.92
16 H 1.60 1.99 -2.23
17 H 2.85 -3.90 -1.53
18 H -0.43 -5.17 -0.88
19 H -1.55 3.68 2.89
20 H -0.53 -1.41 -3.78
21 C -0.20 -3.12 -0.28
22 N -0.75 -1.98 0.26
23 C -1.32 2.42 1.14
24 H 3.57 0.61 3.97
25 C -0.26 3.15 0.48
26 O -2.22 0.40 1.68
27 H 0.72 4.99 0.02
28 C 0.53 -0.63 2.69
29 N 0.44 2.42 -0.40
30 O 1.24 1.20 -2.75
31 H 0.77 -0.64 -3.40
32 N -1.41 1.12 0.83
33 N 1.10 0.11 1.77
34 H -2.36 1.38 -1.98
35 H 1.36 -4.86 -1.71
36 H 0.92 1.57 -3.60
37 H 0.55 4.68 1.75
38 H -2.90 -0.30 -1.57
39 O -1.86 -2.13 0.92
40 H -2.78 2.40 2.69
41 C -2.17 3.12 2.16
42 C 1.78 -3.85 -1.75
43 C -2.17 0.31 -2.13
44 C 0.05 4.58 0.78
45 N 1.60 -1.67 -0.61
46 H 1.68 -3.48 -2.79
47 O 0.03 -1.19 -3.03
48 O 2.80 -1.44 -0.91

## Properties
**Kohn-Sham gap (spin up / spin down)**: 6.26 / 5.14 eV
**Total charge**: 0
**HOMO (spin up / spin down)**: -6.99 / -6.98 eV
**Electronic energy**: -61820.3317 eV


Computed, not measured: 15 unconnected molecules or ions with the total composition C36H107N5O15, with the ωB97M-V functional and the def2-TZVPD basis.

CARTESIAN COORDINATES (ANGSTROEM)
1 H 6.93 -2.50 1.02
2 H -9.71 5.60 1.63
3 H -5.27 -0.82 5.69
4 H 1.19 5.56 9.29
5 H -3.68 11.76 -2.59
6 H 2.26 -15.20 -4.20
7 N 0.33 5.17 6.77
8 H -0.87 -5.08 5.31
9 N 5.76 -7.92 0.47
10 H 5.84 -10.34 -0.02
11 C 7.08 0.42 0.73
12 H 5.94 7.31 2.23
13 H 1.80 -13.19 -2.87
14 C -1.23 1.11 0.63
15 H -6.81 1.80 -4.16
16 H -8.39 6.07 0.38
17 O 2.00 0.73 -5.12
18 H -1.89 2.82 -0.54
19 C -3.02 11.40 -1.80
20 H -0.03 4.62 6.01
21 C 0.10 -5.46 5.64
22 H 0.76 3.40 0.92
23 H -1.27 -4.63 -6.69
24 O 0.57 -5.98 4.49
25 C -3.23 9.93 -1.48
26 H -0.93 8.06 -4.97
27 C -1.22 2.65 0.31
28 H -2.42 2.77 8.97
29 H 3.43 10.93 -1.66
30 H -0.48 -11.11 -2.27
31 H 1.94 0.37 -4.23
32 C 4.02 10.39 -2.40
33 O -7.59 0.77 -5.77
34 H -1.71 -1.67 -6.33
35 C -7.02 1.96 -5.22
36 H 4.22 -0.56 -5.76
37 O 3.33 10.36 -3.66
38 H 6.96 -7.67 2.62
39 C -2.29 -2.96 -7.68
40 O -7.91 5.52 2.29
41 H -0.60 2.71 7.45
42 H 8.77 -11.84 -1.82
43 C 3.23 1.33 -5.35
44 H 2.11 -4.82 6.17
45 O -5.54 10.24 4.05
46 C 7.02 -8.67 0.63
47 C -1.83 8.02 -4.36
48 H -5.73 11.17 4.12
49 H -1.41 1.83 10.14
50 C -0.53 -1.05 -0.11
51 H -9.03 2.68 -5.16
52 H -0.20 -3.37 -7.08
53 H -2.88 3.42 1.40
54 H 5.41 0.58 -5.14
55 H 2.38 10.29 -3.59
56 H 1.07 -3.54 5.51
57 H -0.03 -1.59 -0.91
58 H -6.65 -0.37 4.55
59 C 0.47 -13.04 -6.05
60 H -7.59 -1.06 7.97
61 C -3.21 8.90 -2.62
62 H 2.51 5.67 8.25
63 H 0.75 -13.37 -7.05
64 H -2.20 3.41 10.58
65 H -0.84 -4.43 -8.37
66 H 1.18 -10.83 -1.68
67 C 0.07 3.09 8.22
68 C 6.35 -0.80 1.28
69 H -8.18 3.18 -6.51
70 H -1.86 4.40 0.85
71 C -6.21 -1.11 5.21
72 H -4.00 9.01 -3.37
73 C -8.62 3.94 0.77
74 H 5.19 -8.32 1.20
75 O -7.59 -0.63 7.11
76 H 3.30 2.24 -4.76
77 H -8.23 -1.93 5.65
78 C -8.04 3.04 -5.44
79 C -1.72 2.82 9.80
80 H 7.72 -8.11 0.02
81 H 0.53 -11.95 -6.12
82 H -2.06 11.59 -2.28
83 H 5.34 -8.09 -0.43
84 H 8.33 -8.57 2.39
85 H 5.65 -1.24 0.57
86 H -4.20 9.88 -0.98
87 C 1.52 -13.44 -5.05
88 H 8.33 -12.21 -0.23
89 H -1.77 7.01 -3.95
90 H 6.32 0.93 0.14
91 O 6.71 6.99 1.76
92 H -2.13 -2.34 -8.56
93 C 7.92 -11.78 -1.15
94 H 0.67 2.59 -0.55
95 H 0.33 -9.78 -2.67
96 H 6.00 10.64 -1.52
97 H -0.78 0.94 1.61
98 H 2.13 -15.26 -5.80
99 H 3.21 1.57 -6.42
100 H -2.69 8.12 -5.03
101 H -6.97 -2.46 6.65
102 H 3.94 9.38 -1.99
103 H 0.11 4.25 -0.52
104 O 7.27 -1.75 1.51
105 H -0.02 -1.16 0.85
106 H -6.05 2.14 -5.68
107 H -3.23 -3.49 -7.76
108 H 7.07 -12.39 -1.46
109 H -7.57 3.64 0.69
110 N -1.88 3.49 1.29
111 H -3.55 7.95 -2.19
112 C 5.50 10.81 -2.47
113 H 7.58 0.96 1.53
114 H 0.92 -4.13 7.16
115 H 0.15 -13.19 -3.41
116 C 6.89 -10.18 0.21
117 C 1.03 4.19 7.62
118 N 1.68 -14.90 -4.97
119 H -1.40 9.46 -1.01
120 C 1.15 -12.86 -3.68
121 O -0.59 3.60 9.38
122 O -0.66 0.35 -0.42
123 C 4.35 0.29 -5.10
124 H 7.84 0.07 0.03
125 H -1.52 -1.50 0.04
126 H 0.73 2.25 8.44
127 H -4.58 10.19 3.98
128 H -2.00 10.48 -0.06
129 C -7.33 -1.57 6.14
130 H -7.78 4.02 -5.05
131 H -0.05 -6.26 6.37
132 C -1.08 -3.88 -7.45
133 H 6.12 10.32 -3.22
134 H -6.03 -1.96 4.57
135 H -6.87 0.15 -5.86
136 H 2.32 4.28 9.39
137 H -2.30 0.90 0.72
138 H -9.21 3.72 -0.12
139 O -1.92 9.03 -3.31
140 C 1.09 -4.44 6.13
141 H 2.46 -12.98 -5.35
142 O -2.47 -2.24 -6.49
143 O 1.16 -11.41 -3.74
144 C 0.12 3.31 0.04
145 H -9.13 3.31 1.50
146 O 7.49 -10.43 -1.00
147 H -3.13 12.02 -0.91
148 C -8.76 5.39 1.14
149 C 0.54 -10.85 -2.56
150 H -0.49 5.36 7.33
151 C 1.83 4.93 8.68
152 H 1.74 3.81 6.88
153 H 4.35 -0.19 -4.12
154 H -0.03 -6.68 4.25
155 H -7.71 6.45 2.43
156 H 7.20 -10.78 1.07
157 H 6.81 -9.40 2.70
158 H 5.57 11.89 -2.58
159 N -2.24 9.59 -0.47
160 H 7.23 6.55 2.43
161 C 7.27 -8.59 2.13
162 H -0.50 -13.46 -5.79
163 H 5.87 -0.43 2.18

## Properties
**Kohn-Sham gap**: 9.32 eV
**Total charge**: 0
**HOMO**: -9.11 eV
**Electronic energy**: -77219.8700 eV


Which maximum force belongs to each record? In order, 0.0411 0.0680 0.0689 0.0680 Eh/bohr.